DFT (wB97M-V/def2-TZVPD) results for C32H63BrN5O5S as an isolated structure at a distorted geometry.

Structure (XYZ):
```
107
Properties=species:S:1:pos:R:3:mulliken_charge:R:1
C 6.478 2.460 5.167 0.240
C 5.775 2.657 4.241 -1.096
C 4.903 2.901 3.091 -0.543
C 3.583 2.099 3.204 -0.754
C 3.023 1.843 1.810 -1.282
C 1.666 1.136 1.686 0.863
C 1.511 -0.095 2.629 -0.861
C 0.608 -0.036 3.867 -1.303
N 1.034 0.940 4.851 -0.630
N 1.325 -1.354 1.741 0.396
S -0.357 -1.918 1.896 -0.040
Br 2.426 -2.743 2.561 0.161
C 1.819 -0.900 0.293 -1.639
O 3.193 -0.870 0.545 0.055
C 4.164 -1.229 -0.444 -0.150
C 5.460 -0.499 -0.130 -0.715
C 5.968 -0.751 1.302 -0.971
N 1.246 -1.780 -0.659 0.750
C 1.098 -1.368 -2.068 -1.260
C 1.558 -3.204 -0.600 1.058
C 2.560 -3.830 -1.540 -1.580
O 0.948 -3.901 0.161 -0.480
C 1.325 0.596 0.268 3.193
C 2.129 1.361 -0.819 -0.951
C 1.766 2.855 -0.969 -0.870
C 0.924 3.143 -2.226 -1.270
C -0.176 0.760 -0.163 -0.512
C -1.043 1.835 0.516 -1.589
C -2.056 1.284 1.537 -0.235
C -3.227 0.596 0.846 -0.133
C -4.203 -0.005 1.865 -0.916
O -5.479 -0.248 1.328 -0.270
C -6.432 0.785 1.519 -0.241
C -7.730 0.179 2.033 -1.188
H 7.045 2.281 6.054 0.457
H 4.666 3.965 3.077 0.468
H 5.422 2.646 2.166 0.396
H 3.817 1.167 3.716 0.446
H 2.908 2.688 3.821 0.309
H 2.957 2.813 1.319 0.454
H 3.795 1.298 1.273 -0.175
H 0.922 1.839 2.061 0.999
H 2.507 -0.239 3.046 0.599
H -0.418 0.222 3.612 0.224
H 0.596 -1.003 4.371 0.553
H 1.987 0.804 5.153 0.349
H 0.891 1.889 4.540 0.264
H -0.654 -2.094 0.603 0.260
H 4.375 -2.293 -0.346 0.216
H 3.856 -0.978 -1.456 0.135
H 5.389 0.559 -0.374 0.254
H 6.189 -0.913 -0.829 0.611
H 6.942 -1.233 1.272 0.421
H 6.135 0.197 1.812 0.152
H 5.281 -1.349 1.893 0.188
H 0.900 -2.256 -2.665 0.691
H 0.235 -0.726 -2.209 0.189
H 1.957 -0.872 -2.507 0.377
H 2.999 -3.114 -2.225 0.413
H 2.047 -4.604 -2.104 0.371
H 3.339 -4.279 -0.929 0.383
H 3.198 1.274 -0.656 -0.288
H 1.944 0.918 -1.792 0.623
H 2.705 3.401 -1.070 0.536
H 1.307 3.275 -0.079 0.329
H 0.030 3.697 -1.932 0.224
H 1.449 3.777 -2.934 0.409
H 0.573 2.235 -2.703 0.190
H -0.718 -0.180 -0.102 0.175
H -0.168 0.986 -1.224 -0.260
H -1.649 2.291 -0.268 0.624
H -0.476 2.651 0.955 0.449
H -1.577 0.590 2.223 -0.496
H -2.462 2.142 2.074 0.617
H -3.764 1.309 0.220 0.267
H -2.894 -0.212 0.191 0.181
H -4.236 0.641 2.747 0.457
H -3.811 -0.971 2.196 0.190
H -6.640 1.294 0.575 0.262
H -6.081 1.524 2.241 0.364
H -7.581 -0.211 3.038 0.297
H -8.534 0.910 2.023 0.401
H -7.995 -0.664 1.396 0.224
C 0.939 2.038 -5.479 0.292
O 0.626 1.129 -4.725 -0.686
N 1.370 1.871 -6.735 0.129
C 1.726 2.992 -7.585 -0.928
C 1.481 0.519 -7.261 -0.925
H 0.886 3.096 -5.175 0.146
H 1.097 3.005 -8.476 0.343
H 2.770 2.917 -7.892 0.344
H 1.586 3.925 -7.045 0.318
H 0.510 0.025 -7.237 0.288
H 2.175 -0.065 -6.656 0.278
H 1.840 0.560 -8.286 0.386
C -8.750 -5.167 0.676 0.128
O -9.701 -5.503 0.001 -0.575
N -7.731 -4.404 0.230 0.125
C -6.617 -4.029 1.076 -0.838
C -7.763 -3.947 -1.148 -0.980
H -8.639 -5.465 1.733 0.254
H -6.548 -2.941 1.161 0.288
H -5.682 -4.407 0.656 0.314
H -6.748 -4.448 2.071 0.292
H -8.656 -3.348 -1.327 0.307
H -7.787 -4.798 -1.828 0.331
H -6.878 -3.346 -1.348 0.356
```

Results
* total charge: +1
* electronic energy: -4878.85990 Ha
* LUMO: -4.1 eV
* gap between HOMO and LUMO: 6.38 eV
* highest occupied orbital energy: -10.45 eV

DFT (wB97M-V/def2-TZVPD) results for a 6-piece molecular cluster, C32H63F3O18S5Si overall at a distorted geometry.

Structure (XYZ):
```
122
Properties=species:S:1:pos:R:3:mulliken_charge:R:1
C 7.605 2.914 2.676 -0.896
C 6.545 1.692 2.251 -0.380
C 5.046 2.123 2.858 0.171
F 4.803 1.462 4.159 -0.361
C 3.849 2.003 1.760 -0.467
O 4.057 1.238 0.500 -0.419
C 2.804 1.605 -0.242 0.521
O 2.719 1.816 -1.562 -0.545
O 1.731 1.693 0.805 -0.205
C 2.325 1.592 2.181 0.656
C 1.930 0.059 2.581 0.610
F 1.758 -0.870 1.425 -0.318
F 2.834 -0.614 3.536 -0.333
C 0.432 0.098 3.326 -0.846
C -0.815 -0.049 2.238 -0.274
Si -2.336 1.052 2.771 0.403
C -2.729 0.978 4.654 -1.026
C -3.896 0.466 1.732 -0.686
C -1.936 2.839 2.114 0.380
C -0.616 3.614 2.716 -0.202
C -0.194 5.111 2.164 -0.577
C -1.174 5.754 0.997 -0.355
C -2.525 5.026 0.411 -0.446
C -2.904 3.537 0.988 -0.269
H 8.627 2.833 2.094 0.200
H 7.137 3.959 2.341 0.271
H 7.793 2.975 3.830 0.280
H 6.564 1.678 1.070 0.248
H 6.939 0.680 2.686 0.310
H 5.158 3.286 3.104 0.222
H 3.747 3.128 1.374 0.356
H 2.029 2.487 2.914 0.134
H 0.312 1.004 4.060 0.307
H 0.397 -0.904 3.973 0.319
H -0.494 0.350 1.166 0.081
H -1.224 -1.152 2.209 0.355
H -2.024 0.185 5.146 0.306
H -3.835 0.542 4.759 0.318
H -2.696 2.042 5.188 0.291
H -4.891 0.988 2.116 0.270
H -3.704 0.761 0.608 -0.113
H -3.954 -0.703 1.855 0.282
H 0.035 3.104 3.544 0.387
H 0.758 5.655 2.573 0.297
H -0.886 6.800 0.559 0.277
H -3.228 5.525 -0.414 0.279
H -3.885 3.015 0.560 0.209
O 2.947 6.708 -4.353 -0.627
S 4.359 6.545 -4.082 1.188
O 5.317 6.276 -5.134 -0.607
O 4.548 5.431 -2.907 -0.262
C 3.947 4.155 -3.072 0.148
C 4.760 3.277 -4.004 -1.067
C 4.924 7.946 -3.152 -0.918
H 2.913 4.253 -3.421 0.340
H 3.910 3.688 -2.083 -0.216
H 4.734 3.661 -5.029 0.363
H 4.366 2.257 -4.016 0.366
H 5.810 3.250 -3.696 0.294
H 4.240 8.114 -2.318 0.308
H 4.926 8.813 -3.815 0.370
H 5.935 7.748 -2.792 0.305
O -5.984 -0.004 -0.835 -0.582
S -5.826 -0.266 -2.249 1.177
O -6.340 0.634 -3.259 -0.621
O -6.361 -1.772 -2.571 -0.271
C -7.674 -2.132 -2.165 0.183
C -8.718 -1.582 -3.119 -1.105
C -4.110 -0.565 -2.582 -0.991
H -7.867 -1.809 -1.137 0.319
H -7.723 -3.226 -2.175 -0.172
H -8.766 -0.490 -3.060 0.369
H -9.708 -1.978 -2.878 0.376
H -8.473 -1.839 -4.154 0.281
H -3.732 -1.294 -1.863 0.310
H -3.575 0.380 -2.474 0.383
H -4.007 -0.937 -3.603 0.349
O -9.800 -5.112 -2.121 -0.626
S -9.270 -6.450 -2.264 1.225
O -9.521 -7.255 -3.440 -0.614
O -9.663 -7.320 -0.943 -0.252
C -11.026 -7.390 -0.552 -0.331
C -11.796 -8.381 -1.405 -0.974
C -7.518 -6.399 -1.982 -0.820
H -11.492 -6.399 -0.579 0.310
H -11.044 -7.726 0.490 0.268
H -11.885 -8.024 -2.436 0.286
H -12.805 -8.529 -1.010 0.388
H -11.281 -9.346 -1.440 0.256
H -7.325 -5.848 -1.060 0.334
H -7.055 -5.888 -2.828 0.398
H -7.141 -7.421 -1.911 0.128
O -4.398 -8.013 -1.672 -0.623
S -4.252 -9.353 -1.146 1.209
O -4.672 -9.701 0.194 -0.621
O -2.710 -9.838 -1.353 -0.259
C -1.663 -9.017 -0.856 -0.308
C -1.492 -9.186 0.642 -0.983
C -4.997 -10.493 -2.284 -0.961
H -1.831 -7.968 -1.119 0.307
H -0.743 -9.333 -1.358 0.274
H -2.355 -8.786 1.183 0.289
H -0.599 -8.659 0.991 0.387
H -1.407 -10.245 0.907 0.260
H -4.634 -10.276 -3.289 0.313
H -6.080 -10.356 -2.239 0.376
H -4.737 -11.510 -1.986 0.354
O 10.570 4.824 2.700 -0.566
S 11.861 5.005 2.072 1.154
O 13.070 5.196 2.844 -0.600
O 11.751 6.199 0.969 -0.269
C 11.241 7.461 1.377 -0.304
C 12.292 8.270 2.114 -0.990
C 12.127 3.673 0.930 -0.972
H 10.337 7.340 1.983 0.300
H 10.950 7.997 0.467 0.276
H 12.533 7.813 3.079 0.294
H 11.936 9.287 2.300 0.382
H 13.221 8.317 1.537 0.264
H 11.242 3.565 0.301 0.310
H 12.290 2.761 1.508 0.372
H 13.009 3.895 0.327 0.349
```

Results
* electronic energy: -5190.89164 Ha
* LUMO: 0.0 eV
* SMILES string: CC[C@H](F)[C@H]1OC(=O)O[C@H]1C(F)(F)CC[Si](C)(C)c1ccccc1.CCOS(C)(=O)=O.CCOS(C)(=O)=O.CCOS(C)(=O)=O.CCOS(C)(=O)=O.CCOS(C)(=O)=O
* gap between HOMO and LUMO: 8.63 eV
* highest occupied orbital energy: -8.62 eV

DFT (wB97M-V/def2-TZVPD) results for a 5-piece molecular cluster, C32H63FN5O25PS5 overall at a distorted geometry.

Structure (XYZ):
```
132
Properties=species:S:1:pos:R:3:mulliken_charge:R:1
C -4.388 2.583 -4.105 -0.254
C -5.151 3.374 -2.856 -0.653
C -4.064 3.581 -1.603 -0.345
N -3.660 2.209 -1.114 0.261
C -2.572 2.242 -0.067 -1.091
S -3.615 2.079 1.529 1.468
O -4.849 3.065 1.518 -0.640
O -2.796 2.521 2.805 -0.624
F -4.273 0.512 1.751 -0.314
N -1.832 3.521 0.244 -0.104
C -0.766 3.586 -0.817 -0.546
O -0.452 4.739 -1.381 -0.606
C -0.232 2.043 -0.909 1.613
C 1.175 2.151 -0.065 -1.632
C 2.335 1.076 -0.468 1.511
C 3.772 1.927 -0.570 -0.768
C 4.925 1.140 0.288 -0.494
N 5.154 1.656 1.690 0.023
C 3.879 2.073 2.386 -0.533
C 5.678 0.484 2.547 0.298
C 4.718 -0.832 2.912 -0.596
O 6.918 0.466 3.089 -0.571
C -0.026 1.829 -2.556 -0.018
C 1.209 2.694 -3.196 -0.004
C 0.858 3.075 -4.779 -0.617
O 1.400 4.373 -5.205 -0.377
C 0.511 5.405 -4.633 0.710
C -1.072 5.622 -5.029 -0.734
O 1.089 6.243 -3.731 -0.525
C -1.433 1.028 -0.332 0.561
O -1.376 0.523 1.025 -0.131
C -0.413 -0.494 1.336 0.664
C -0.375 -1.842 0.417 -0.577
N 0.804 -1.795 -0.577 0.296
C 0.889 -3.098 -1.367 -0.160
C 1.962 -3.013 -2.640 0.243
C 2.074 -4.436 -3.478 -0.868
O 1.532 -1.930 -3.570 -0.541
P -2.470 0.057 -1.670 -0.467
N -1.524 -1.169 -2.519 -0.048
O -3.750 -0.864 -0.851 -0.547
H -3.250 2.860 -4.037 -0.172
H -4.530 1.424 -3.906 0.080
H -4.829 2.883 -5.152 0.369
H -5.491 4.450 -3.195 0.334
H -6.111 2.815 -2.489 0.303
H -4.607 4.240 -0.802 0.104
H -3.177 4.209 -2.080 0.152
H -4.565 1.794 -0.736 0.437
H -2.380 4.378 0.467 0.448
H 1.511 3.294 -0.151 0.629
H 0.953 2.001 1.099 0.265
H 2.541 0.230 0.316 -0.496
H 2.213 0.557 -1.509 -0.278
H 4.127 1.897 -1.709 0.358
H 3.673 3.039 -0.223 0.260
H 5.950 1.316 -0.299 0.333
H 4.752 -0.041 0.237 0.128
H 3.562 3.160 2.072 0.241
H 3.002 1.279 2.245 0.007
H 4.098 2.088 3.549 0.371
H 3.763 -0.531 3.547 0.217
H 4.291 -1.342 1.930 0.127
H 5.330 -1.691 3.465 0.300
H 0.314 0.688 -2.650 -0.477
H -1.014 2.069 -3.134 0.247
H 1.567 3.609 -2.562 0.349
H 2.156 1.971 -3.271 0.076
H 1.396 2.254 -5.459 0.308
H -0.300 2.934 -5.001 0.224
H -1.160 6.367 -5.944 0.335
H -1.617 4.628 -5.379 0.192
H -1.625 6.037 -4.079 0.209
H -0.679 -0.881 2.438 0.067
H 0.721 -0.135 1.448 -0.692
H -0.093 -2.740 1.154 0.543
H -1.386 -2.151 -0.080 -0.081
H 1.694 -1.750 -0.031 0.057
H 1.336 -3.930 -0.643 0.310
H -0.177 -3.490 -1.726 -0.291
H 3.070 -2.786 -2.261 0.221
H 1.491 -5.289 -2.896 0.215
H 3.197 -4.817 -3.560 0.316
H 1.685 -4.317 -4.587 0.150
H 0.816 -2.335 -4.171 0.287
H -1.373 -0.925 -3.523 0.291
H -2.091 -2.067 -2.466 0.118
H -3.389 -1.295 -0.021 0.335
C 9.358 -1.713 2.745 -0.122
C 10.393 -2.133 3.785 -0.328
O 11.169 -3.147 3.151 -0.314
S 11.246 -2.833 1.552 1.093
O 12.494 -2.152 1.286 -0.537
O 10.825 -4.014 0.834 -0.541
O 10.044 -1.734 1.494 -0.295
H 8.535 -2.434 2.694 0.167
H 8.955 -0.716 2.942 0.251
H 9.933 -2.515 4.700 0.307
H 11.062 -1.302 4.033 0.316
C -4.108 -4.499 -5.012 -0.347
C -3.940 -5.920 -4.480 -0.420
O -2.540 -6.073 -4.260 -0.339
S -1.910 -4.630 -3.830 1.289
O -1.814 -4.591 -2.388 -0.621
O -0.795 -4.341 -4.701 -0.578
O -3.175 -3.705 -4.281 -0.315
H -3.846 -4.442 -6.073 0.297
H -5.124 -4.122 -4.869 0.328
H -4.304 -6.673 -5.182 0.328
H -4.448 -6.043 -3.518 0.284
C -3.095 -2.733 5.584 -0.295
C -2.650 -1.361 6.083 -0.068
O -1.518 -1.615 6.912 -0.346
S -0.719 -2.914 6.333 1.050
O 0.378 -2.442 5.518 -0.489
O -0.548 -3.862 7.410 -0.559
O -1.892 -3.460 5.342 -0.339
H -3.666 -3.266 6.351 0.334
H -3.691 -2.666 4.669 0.310
H -3.433 -0.849 6.647 0.231
H -2.325 -0.726 5.252 0.158
C -6.788 1.348 4.044 -0.201
C -5.429 1.562 4.704 0.036
O -5.655 1.360 6.098 -0.360
S -6.834 0.250 6.288 1.095
O -6.211 -1.034 6.524 -0.523
O -7.848 0.804 7.155 -0.558
O -7.393 0.270 4.757 -0.351
H -7.425 2.231 4.158 0.324
H -6.697 1.100 2.983 0.228
H -5.028 2.561 4.519 0.321
H -4.705 0.812 4.368 0.009
```

Results
* electronic energy: -5843.33649 Ha
* LUMO: -1.0 eV
* SMILES string: CCCN[C@]1(S(=O)(=O)F)NC(=O)[C@](CCCCN(C)C(C)=O)(CCCOC(C)=O)[C@]1(OCCNC[C@@H](C)O)P(N)O.O=S1(=O)OCCO1.O=S1(=O)OCCO1.O=S1(=O)OCCO1.O=S1(=O)OCCO1
* gap between HOMO and LUMO: 7.10 eV
* highest occupied orbital energy: -8.14 eV

DFT (wB97M-V/def2-TZVPD) results for a 8-piece molecular cluster, C32H64O16 overall at a distorted geometry.

Structure (XYZ):
```
112
Properties=species:S:1:pos:R:3:mulliken_charge:R:1
O 5.484 4.147 3.599 -0.603
C 5.937 3.731 2.495 0.766
O 5.967 2.411 2.085 -0.115
C 5.804 1.321 3.010 -0.969
C 5.402 0.002 2.329 -0.795
C 6.547 4.677 1.385 -1.469
H 5.116 1.645 3.712 0.472
H 6.634 1.236 3.535 0.777
H 6.140 -0.331 1.815 0.348
H 4.474 0.142 1.504 -0.092
H 5.061 -0.650 3.148 0.374
H 5.775 4.851 0.849 0.387
H 7.269 4.294 0.888 0.529
H 7.200 5.440 1.787 0.336
O -5.217 -5.929 -2.932 -0.556
C -5.821 -5.290 -2.059 0.660
O -5.277 -4.462 -1.115 -0.283
C -3.955 -4.145 -1.155 -0.444
C -3.641 -3.458 0.081 -0.165
C -7.347 -5.345 -1.996 -1.259
H -3.720 -3.382 -1.923 0.196
H -3.363 -5.060 -1.422 0.434
H -2.761 -2.999 -0.061 -0.188
H -3.700 -4.177 0.896 0.375
H -4.534 -2.736 0.230 0.113
H -7.702 -6.166 -1.297 0.256
H -7.863 -5.669 -2.841 0.428
H -7.818 -4.494 -1.860 0.431
O 1.773 4.743 1.512 -0.620
C 1.410 3.579 1.466 0.070
O 0.113 3.219 1.842 -0.048
C -0.754 4.143 2.270 -0.469
C -2.019 3.473 2.719 -0.461
C 2.324 2.429 1.432 0.178
H -0.914 4.939 1.440 0.311
H -0.491 4.783 3.042 0.379
H -2.411 2.555 2.150 -0.234
H -2.941 4.212 2.709 0.352
H -1.945 3.177 3.899 0.262
H 2.351 1.940 2.428 0.355
H 3.253 2.710 0.875 -0.110
H 2.025 1.532 0.798 -0.119
O -5.568 2.064 -0.263 -0.593
C -5.226 0.845 -0.258 0.586
O -4.934 0.109 0.941 0.007
C -5.242 0.763 2.166 -0.354
C -4.766 -0.164 3.267 -0.677
C -5.036 -0.037 -1.626 -0.552
H -6.422 0.883 2.245 0.306
H -4.838 1.717 2.229 0.404
H -3.848 -0.291 3.012 -0.185
H -5.237 -1.119 3.168 0.411
H -5.055 0.110 4.445 0.273
H -4.259 0.432 -2.257 0.034
H -5.964 0.180 -2.246 0.381
H -4.969 -1.047 -1.624 0.099
O 1.285 -2.250 2.471 -0.511
C 0.391 -2.989 2.372 0.770
O -0.596 -3.152 3.354 -0.344
C -0.803 -2.240 4.418 -0.133
C -2.285 -2.361 4.716 -1.336
C 0.279 -4.072 1.297 -0.775
H -0.688 -1.211 4.105 0.164
H -0.199 -2.488 5.205 0.434
H -2.907 -2.282 3.818 0.159
H -2.696 -1.557 5.171 0.546
H -2.683 -3.170 5.314 0.404
H -0.719 -4.545 1.226 0.188
H 0.895 -4.913 1.611 0.408
H 0.845 -3.646 0.417 0.092
O -0.755 -1.591 -0.964 -0.535
C -0.636 -0.574 -0.426 0.155
O 0.516 0.236 -0.609 0.083
C 1.453 -0.225 -1.544 -1.118
C 2.515 -1.084 -0.841 0.821
C -1.632 0.018 0.635 0.073
H 1.764 0.763 -1.866 0.380
H 1.094 -0.747 -2.336 0.874
H 2.099 -1.978 -0.408 -0.406
H 3.204 -0.631 -0.124 -0.404
H 3.260 -1.298 -1.765 0.070
H -2.476 0.526 0.059 -0.060
H -1.244 0.846 1.424 -0.013
H -2.155 -0.620 1.288 0.032
O 7.664 -0.955 -0.273 -0.623
C 6.515 -1.197 -0.877 0.759
O 5.724 -0.315 -1.409 -0.174
C 6.114 1.087 -1.388 -0.157
C 4.968 2.061 -1.592 -0.813
C 6.110 -2.628 -0.838 -0.913
H 6.897 1.525 -2.060 0.313
H 6.642 1.337 -0.369 0.143
H 4.057 1.662 -1.099 -0.161
H 4.705 1.865 -2.655 0.315
H 4.911 3.050 -1.368 0.568
H 5.208 -2.675 -1.540 0.203
H 5.738 -2.952 0.182 0.211
H 6.683 -3.379 -1.340 0.390
O -2.212 3.412 -7.064 -0.535
C -1.625 2.389 -6.812 0.647
O -1.165 1.929 -5.620 -0.249
C -1.936 2.297 -4.478 -0.656
C -1.260 1.696 -3.277 -1.090
C -0.897 1.538 -7.943 -1.237
H -3.010 2.110 -4.569 0.388
H -1.922 3.332 -4.468 0.460
H -1.521 0.639 -3.408 0.234
H -1.687 2.054 -2.418 0.500
H -0.263 1.961 -3.308 0.402
H -1.213 1.670 -8.960 0.331
H -0.924 0.526 -7.717 0.397
H 0.020 1.760 -7.767 0.399
```

Results
* electronic energy: -2461.18792 Ha
* relative energy (zero: lowest compared OMol25 entry of this formula, charge and spin): 11.931 eV
* LUMO: 0.4 eV
* SMILES string: CCOC(C)=O.CCOC(C)=O.CCOC(C)=O.CCOC(C)=O.CCOC(C)=O.CCOC(C)=O.CCOC(C)=O.CCOC(C)=O
* gap between HOMO and LUMO: 10.37 eV
* highest occupied orbital energy: -10.01 eV